(1)
{
  "formula": "C33H33ClNO4P2RuSbTe",
  "method": "ωB97M-V with the def2-TZVPD basis set",
  "elements": ["Ru", "O", "Cl", "O", "O", "O", "Te", "C", "C", "C", "N", "C", "C", "C", "P", "C", "C", "C", "C", "C", "C", "C", "C", "C", "C", "C", "C", "P", "C", "C", "C", "C", "C", "C", "C", "C", "C", "C", "C", "C", "H", "H", "H", "H", "H", "H", "H", "H", "H", "H", "H", "H", "H", "H", "H", "H", "H", "H", "H", "H", "H", "H", "H", "H", "C", "Sb", "C", "C", "H", "H", "H", "H", "H", "H", "H", "H", "H"],
  "xyz": [[-0.119, -0.252, 0.025], [-2.598, 0.036, 1.592], [-1.585, -0.678, 2.355], [-2.044, -1.064, 3.634], [-0.383, 0.175, 2.441], [-1.170, -1.842, 1.547], [2.822, 1.479, -3.194], [4.077, 0.293, -4.405], [4.101, 0.489, -5.775], [4.900, -0.354, -6.540], [5.635, -1.343, -6.028], [5.603, -1.507, -4.703], [4.848, -0.716, -3.847], [2.005, -0.236, -2.171], [0.233, -0.176, -2.565], [-0.619, -1.722, -2.042], [-1.890, -1.611, -1.448], [-2.596, -2.757, -1.082], [-2.053, -4.001, -1.316], [-0.812, -4.123, -1.950], [-0.100, -2.998, -2.307], [0.127, -0.276, -4.380], [-0.871, 0.437, -5.034], [-0.982, 0.365, -6.416], [-0.094, -0.416, -7.142], [0.906, -1.129, -6.487], [1.019, -1.061, -5.107], [2.370, -0.370, -0.384], [4.101, 0.068, -0.018], [5.042, -0.916, 0.287], [6.369, -0.565, 0.500], [6.763, 0.764, 0.426], [5.818, 1.752, 0.187], [4.491, 1.410, -0.015], [2.286, -2.156, -0.029], [2.758, -3.102, -0.946], [2.721, -4.447, -0.634], [2.197, -4.863, 0.590], [1.754, -3.931, 1.513], [1.813, -2.574, 1.212], [3.512, 1.265, -6.249], [4.941, -0.234, -7.619], [6.218, -2.310, -4.304], [4.877, -0.883, -2.777], [-2.369, -0.645, -1.353], [-3.568, -2.661, -0.617], [-2.598, -4.891, -1.023], [-0.407, -5.104, -2.167], [0.858, -3.099, -2.800], [-1.560, 1.053, -4.466], [-1.754, 0.927, -6.927], [-0.176, -0.469, -8.220], [1.604, -1.734, -7.053], [1.813, -1.603, -4.604], [4.754, -1.955, 0.361], [7.092, -1.337, 0.730], [7.801, 1.030, 0.577], [6.112, 2.795, 0.170], [3.758, 2.190, -0.146], [3.170, -2.769, -1.895], [3.106, -5.177, -1.337], [2.151, -5.919, 0.826], [1.362, -4.253, 2.470], [1.522, -1.845, 1.956], [-3.235, 2.146, -0.778], [-1.249, 2.269, -0.022], [-0.549, 3.833, -1.287], [-1.637, 3.331, 1.769], [-3.672, 3.143, -0.733], [-3.800, 1.465, -0.146], [-3.240, 1.796, -1.809], [-1.272, 4.650, -1.241], [-0.469, 3.472, -2.314], [0.425, 4.191, -0.952], [-2.193, 4.231, 1.509], [-0.709, 3.594, 2.270], [-2.235, 2.693, 2.416]],
  "lowdin_spin": [3.21, 0.03, 0.00, 0.01, 0.07, 0.07, 0.01, 0.03, 0.00, 0.00, 0.00, 0.00, 0.01, 0.57, 0.26, 0.04, 0.03, 0.00, 0.01, 0.01, 0.02, 0.06, 0.01, 0.00, 0.00, 0.00, 0.01, 0.18, 0.02, 0.01, 0.00, 0.01, 0.00, 0.01, 0.04, 0.02, 0.00, 0.01, 0.00, 0.02, 0.00, 0.00, 0.00, 0.00, 0.01, 0.00, 0.00, 0.00, 0.00, 0.00, 0.00, 0.00, 0.00, 0.00, 0.00, 0.00, 0.00, 0.00, 0.00, 0.01, 0.00, 0.00, 0.00, 0.00, 0.02, 0.11, 0.02, 0.03, 0.00, 0.00, 0.00, 0.00, 0.00, 0.00, 0.00, 0.00, 0.00],
  "total_energy_ha": -3378.4328,
  "homo_ev": [-10.3689, -10.7734],
  "homo_lumo_gap_ev": [7.5, 6.0],
  "multiplicity": 6,
  "max_force_ha_per_bohr": 0.0175,
  "total_charge": 1
}

(2)
{
  "formula": "C33H33F9O8P2Sb2Ti",
  "method": "ωB97M-V with the def2-TZVPD basis set",
  "elements": ["Ti", "C", "C", "O", "P", "O", "O", "O", "P", "O", "O", "O", "H", "H", "H", "H", "H", "H", "H", "C", "C", "C", "Sb", "C", "C", "C", "C", "C", "C", "C", "C", "C", "C", "C", "C", "Sb", "C", "C", "C", "C", "C", "C", "C", "C", "C", "C", "C", "C", "H", "H", "H", "H", "H", "H", "H", "H", "H", "H", "H", "H", "H", "H", "H", "H", "H", "H", "H", "H", "H", "H", "H", "H", "H", "H", "F", "C", "F", "F", "C", "O", "C", "F", "F", "F", "C", "F", "F", "F"],
  "xyz": [[1.966, -0.513, -0.581], [3.308, 2.081, 3.722], [2.469, 0.817, 3.619], [2.722, 0.012, 4.786], [0.691, 1.195, 3.731], [0.583, 1.865, 5.187], [0.360, 2.455, 2.813], [-0.200, 0.057, 3.477], [3.060, -0.104, 2.096], [2.351, -1.557, 2.510], [2.040, 0.493, 1.004], [3.254, -1.445, -0.355], [3.024, 2.677, 4.590], [3.192, 2.686, 2.820], [4.358, 1.805, 3.818], [2.499, -0.900, 4.549], [0.948, 1.276, 5.862], [0.560, 3.313, 3.203], [2.829, -2.266, 2.061], [-2.067, 1.243, -1.848], [-1.607, -0.003, -2.620], [-1.888, -1.343, -1.917], [-0.406, -2.079, -0.532], [-1.602, -2.571, 1.137], [-2.942, -2.904, 0.948], [-3.723, -3.284, 2.029], [-3.167, -3.331, 3.301], [-1.836, -2.995, 3.489], [-1.048, -2.616, 2.410], [-0.051, -4.019, -1.324], [1.257, -4.407, -1.593], [1.518, -5.674, -2.099], [0.475, -6.556, -2.337], [-0.833, -6.174, -2.065], [-1.094, -4.911, -1.557], [-1.146, 1.416, 0.111], [-0.026, 3.185, -0.330], [-0.197, 4.375, 0.372], [0.604, 5.476, 0.098], [1.589, 5.400, -0.877], [1.766, 4.221, -1.585], [0.961, 3.123, -1.309], [-2.739, 2.382, 1.137], [-3.488, 3.390, 0.535], [-4.519, 4.006, 1.230], [-4.809, 3.616, 2.531], [-4.069, 2.610, 3.134], [-3.036, 1.991, 2.440], [-3.151, 1.223, -1.705], [-1.826, 2.144, -2.415], [-0.549, 0.082, -2.876], [-2.137, -0.027, -3.577], [-2.832, -1.294, -1.371], [-1.976, -2.147, -2.650], [-3.392, -2.866, -0.037], [-4.764, -3.539, 1.878], [-3.778, -3.622, 4.146], [-1.406, -3.010, 4.482], [-0.022, -2.317, 2.575], [2.083, -3.726, -1.413], [2.539, -5.968, -2.309], [0.678, -7.542, -2.733], [-1.649, -6.863, -2.245], [-2.119, -4.631, -1.336], [-0.967, 4.450, 1.131], [0.454, 6.398, 0.646], [2.213, 6.259, -1.088], [2.526, 4.151, -2.352], [1.106, 2.214, -1.885], [-3.263, 3.706, -0.478], [-5.096, 4.791, 0.756], [-5.613, 4.097, 3.073], [-4.294, 2.304, 4.148], [-2.457, 1.206, 2.916], [4.719, -0.234, -4.643], [4.035, -0.535, -3.533], [4.560, 0.166, -2.527], [4.213, -1.831, -3.273], [2.514, -0.214, -3.674], [1.915, -0.230, -2.456], [2.334, 1.188, -4.330], [1.079, 1.619, -4.180], [2.613, 1.175, -5.635], [3.135, 2.085, -3.740], [1.837, -1.295, -4.576], [0.644, -0.866, -5.014], [2.581, -1.604, -5.642], [1.625, -2.411, -3.876]],
  "lowdin_charge": [0.69, -0.10, -0.69, -0.08, 0.45, -0.11, -0.14, -0.26, 0.86, -0.30, -0.59, -0.39, 0.08, 0.08, 0.08, 0.08, 0.09, 0.10, 0.05, -0.36, -0.37, -0.35, 1.51, -0.37, -0.14, -0.08, -0.08, -0.07, -0.13, -0.37, -0.14, -0.08, -0.08, -0.08, -0.12, 1.52, -0.37, -0.14, -0.09, -0.09, -0.08, -0.13, -0.39, -0.14, -0.09, -0.09, -0.08, -0.13, 0.06, 0.06, 0.06, 0.11, 0.05, 0.06, 0.08, 0.10, 0.10, 0.11, 0.07, 0.08, 0.11, 0.10, 0.10, 0.09, 0.09, 0.10, 0.10, 0.10, 0.06, 0.10, 0.10, 0.10, 0.10, 0.08, 0.18, -0.56, 0.17, 0.18, -0.26, -0.23, -0.55, 0.16, 0.18, 0.17, -0.54, 0.17, 0.18, 0.17],
  "total_energy_ha": -4790.9738,
  "homo_ev": -8.1793,
  "homo_lumo_gap_ev": 8.3,
  "max_force_ha_per_bohr": 0.0126,
  "total_charge": 0
}

(3)
{
  "formula": "C33H34BN3O2RuS2",
  "method": "ωB97M-V with the def2-TZVPD basis set",
  "elements": ["Ru", "C", "N", "C", "C", "N", "C", "C", "C", "C", "C", "C", "C", "S", "C", "C", "C", "C", "C", "C", "S", "H", "H", "H", "H", "H", "H", "H", "H", "H", "H", "H", "H", "H", "H", "H", "H", "H", "H", "N", "C", "C", "C", "C", "C", "C", "C", "H", "H", "H", "H", "C", "C", "C", "C", "C", "C", "C", "C", "O", "B", "O", "C", "C", "H", "H", "H", "H", "H", "H", "H", "H", "H", "H", "H", "H"],
  "xyz": [[-0.017, 2.442, 0.662], [2.089, 4.390, 0.957], [1.790, 3.041, 1.513], [2.823, 2.068, 1.094], [2.677, 1.794, -0.384], [1.328, 1.244, -0.698], [1.091, 1.441, -2.141], [1.328, -0.186, -0.348], [1.972, -1.110, -1.166], [2.013, -2.450, -0.827], [1.402, -2.874, 0.349], [0.774, -1.959, 1.169], [0.732, -0.596, 0.842], [-0.050, 0.541, 1.921], [1.675, 3.195, 2.967], [2.742, 2.974, 3.818], [2.604, 3.236, 5.175], [1.404, 3.738, 5.656], [0.339, 3.955, 4.795], [0.449, 3.671, 3.438], [-0.899, 3.855, 2.318], [3.120, 4.668, 1.193], [1.401, 5.105, 1.400], [1.948, 4.402, -0.124], [2.674, 1.158, 1.674], [3.827, 2.458, 1.292], [3.448, 1.091, -0.711], [2.806, 2.711, -0.959], [1.948, 1.122, -2.741], [0.930, 2.504, -2.325], [0.215, 0.874, -2.444], [2.450, -0.789, -2.083], [2.510, -3.156, -1.478], [1.410, -3.922, 0.621], [0.292, -2.282, 2.083], [3.683, 2.595, 3.442], [3.431, 3.052, 5.847], [1.289, 3.946, 6.712], [-0.607, 4.322, 5.174], [-3.960, 6.767, 0.174], [-3.610, 5.674, 0.115], [-3.183, 4.303, 0.036], [-3.703, 3.355, 0.931], [-3.286, 2.050, 0.853], [-2.365, 1.629, -0.130], [-1.847, 2.593, -1.010], [-2.257, 3.933, -0.919], [-4.412, 3.668, 1.685], [-3.676, 1.318, 1.548], [-1.274, 2.282, -1.871], [-1.880, 4.670, -1.615], [-1.098, -6.614, -2.085], [-0.726, -5.224, -2.600], [0.804, -5.122, -2.640], [-1.281, -5.078, -4.024], [-1.291, -4.106, -1.720], [-2.043, -4.365, -0.576], [-2.577, -3.351, 0.223], [-2.324, -2.061, -0.165], [-2.716, -0.882, 0.423], [-2.153, 0.112, -0.356], [-1.468, -0.419, -1.446], [-1.569, -1.786, -1.294], [-1.046, -2.775, -2.085], [-0.676, -7.370, -2.749], [-2.179, -6.758, -2.060], [-0.701, -6.793, -1.084], [1.217, -5.901, -3.285], [1.223, -5.247, -1.639], [1.133, -4.155, -3.023], [-0.888, -5.872, -4.664], [-1.003, -4.122, -4.470], [-2.370, -5.145, -4.023], [-2.237, -5.387, -0.284], [-3.160, -3.571, 1.107], [-0.460, -2.519, -2.958]],
  "lowdin_charge": [0.68, -0.05, -0.30, -0.17, -0.16, -0.22, -0.08, -0.28, -0.03, -0.10, -0.08, -0.10, -0.57, 0.74, -0.31, -0.03, -0.09, -0.09, -0.10, -0.61, 0.66, 0.11, 0.07, 0.08, 0.11, 0.13, 0.13, 0.11, 0.09, 0.09, 0.08, 0.11, 0.09, 0.11, 0.11, 0.11, 0.10, 0.10, 0.10, 0.16, -0.18, -0.27, -0.06, -0.04, -0.15, -0.12, -0.03, 0.13, 0.13, 0.09, 0.12, -0.07, -0.55, -0.05, -0.05, -0.17, -0.02, 0.03, -0.19, 0.20, -0.60, 0.18, -0.17, 0.05, 0.09, 0.09, 0.09, 0.09, 0.08, 0.07, 0.08, 0.08, 0.09, 0.10, 0.12, 0.13],
  "total_energy_ha": -2508.9131,
  "homo_ev": [-6.8102, -6.8099],
  "homo_lumo_gap_ev": [6.4, 6.4],
  "max_force_ha_per_bohr": 0.0082,
  "total_charge": 0
}